The following is a DFT calculation (ωB97M-V/def2-TZVPD) of a molecular structure, C21H58CdCl2N5O6 in a non-equilibrium geometry.

Net charge ... +1
HOMO level ... -11.09 eV
E_LUMO ... -0.1066 hartree
Frontier orbital gap ... 8.195 eV
Strongest force on any atom ... 3.2 eV/Å

Atoms and positions in Å:
Cd1 2.3193 -1.6560 -0.1528
O1 0.9174 -0.3978 0.5098
H1 0.0730 0.0933 0.5307
C1 -3.1218 0.6596 -1.2542
C2 -3.1230 1.0662 -2.7553
C3 -2.6020 2.4686 -3.0991
O2 -2.7345 2.6222 -4.5062
C4 -2.1090 3.8299 -5.0607
N1 -2.2409 0.1097 -3.3811
H2 -3.4212 -0.3797 -1.1191
H3 -3.8181 1.2312 -0.6406
H4 -2.1349 0.6140 -0.7938
H5 -4.1254 0.9380 -3.1637
H6 -1.5445 2.6720 -2.9309
H7 -3.1695 3.2977 -2.6765
H8 -2.3575 4.6524 -4.3900
H9 -2.5595 4.0677 -6.0243
H10 -1.0344 3.6598 -5.1266
H11 -1.2945 0.4054 -3.1887
H12 -2.3984 0.2700 -4.3658
C5 4.7367 -2.8650 -3.5606
C6 3.9938 -1.9596 -2.5162
C7 2.8237 -1.1031 -3.1099
O3 2.1600 -0.4687 -1.9973
C8 1.1451 0.4812 -2.4115
N2 3.3622 -2.9643 -1.5925
H13 5.2309 -2.2884 -4.3426
H14 3.9637 -3.3960 -4.1161
H15 5.4786 -3.5860 -3.2173
H16 4.7117 -1.4015 -1.9152
H17 2.0982 -1.7648 -3.5832
H18 3.2938 -0.4665 -3.8594
H19 0.4294 -0.0404 -3.0469
H20 1.5694 1.3427 -2.9271
H21 0.6173 0.8947 -1.5521
H22 4.2095 -3.3456 -1.1966
H23 3.0168 -3.7211 -2.1654
C9 -1.2529 -1.2497 5.0375
C10 -1.0670 -1.5590 3.5364
C11 -1.9131 -0.7228 2.5684
O4 -3.3829 -0.8991 2.6998
C12 -3.8371 -2.2061 2.7176
N3 0.3145 -1.5292 3.1742
H24 -0.6890 -1.9800 5.6178
H25 -2.2918 -1.4045 5.3289
H26 -1.0163 -0.2406 5.3749
H27 -1.4863 -2.5420 3.3219
H28 -1.5482 -1.0130 1.5831
H29 -1.7368 0.3423 2.7190
H30 -3.4218 -2.8423 1.9360
H31 -4.9020 -2.1695 2.4880
H32 -3.8113 -2.5152 3.7625
H33 0.5128 -1.2485 2.2244
H34 0.6756 -0.7415 3.6931
C13 1.1687 -5.0912 2.0431
C14 1.4654 -4.3242 0.7531
C15 0.2322 -3.9559 -0.0355
O5 0.7386 -3.0382 -1.0282
C16 -0.3029 -2.6999 -1.9402
N4 2.1096 -3.1279 1.3647
H35 1.9689 -5.4760 2.6753
H36 0.5870 -5.9563 1.7247
H37 0.5506 -4.5625 2.7687
H38 2.0923 -4.9372 0.1056
H39 -0.5057 -3.4490 0.5864
H40 -0.2362 -4.8538 -0.4388
H41 0.0731 -2.6363 -2.9613
H42 -0.6794 -1.8045 -1.4456
H43 -1.1208 -3.4181 -1.9978
H44 2.9048 -3.5534 1.8192
H45 1.6780 -2.9065 2.2507
C17 -1.5381 2.9710 1.2929
C18 -1.1890 4.3824 0.8035
C19 0.1697 4.9565 1.3024
O6 0.0755 5.0698 2.7393
C20 1.0497 5.8975 3.3461
N5 -1.2083 4.2768 -0.7048
H46 -1.4269 2.9525 2.3771
H47 -0.9580 2.1891 0.8028
H48 -2.5783 2.6520 1.2271
H49 -1.9730 5.0601 1.1415
H50 0.3293 5.9274 0.8333
H51 0.9539 4.2759 0.9709
H52 0.9274 5.9780 4.4263
H53 0.9159 6.9500 3.0961
H54 2.1047 5.6416 3.2489
H55 -0.8181 5.1204 -1.1001
H56 -0.6131 3.5002 -0.9551
C21 2.3059 1.6462 2.2585
Cl1 3.6779 2.7110 2.4544
Cl2 1.0487 2.0808 3.5083
H57 1.8977 1.8984 1.2799
H58 2.6146 0.6027 2.3214